Entry from OMol25: a 10-piece molecular cluster, C52H112Br2N12O2 overall at a distorted geometry (the ωB97M-V functional and the def2-TZVPD basis).

```
180
Properties=species:S:1:pos:R:3
Br 4.09126 1.87627 1.23839
Br -1.38318 -0.90168 -2.95051
O 7.05907 7.47229 -2.56017
O 2.63319 0.94102 -6.77118
N -0.21896 2.39950 -0.65746
N -4.44397 -7.99166 4.07930
N 3.22308 2.96459 5.61898
N -3.30042 4.87104 -4.27882
N -6.92338 -0.59776 -1.49145
N 2.64994 4.62560 4.40564
N -5.32656 -0.93875 -0.11323
N 1.99670 -1.91973 -5.64913
N 3.21008 -2.63281 2.87465
N 6.73965 4.48060 -2.14538
N 2.43980 -2.76105 0.87708
N -2.93835 2.93761 -5.13604
C 3.48462 1.58008 6.08075
C 0.15270 -2.97209 -0.03613
C 3.60073 -1.48706 2.23006
C 0.43438 -0.36238 2.06195
C 1.63489 -3.19433 -0.27752
C -3.14839 1.55935 -5.62739
C 2.93454 5.12805 5.66439
C -5.71788 -8.60877 3.53953
C 0.36532 1.15984 -0.00316
C -3.20923 6.35431 -2.27070
C 1.33451 -0.05416 3.23863
C 1.92471 -2.31213 -7.09862
C 1.41035 -3.00437 -4.83085
C -0.15760 0.88053 1.37277
C 3.08094 -1.54880 1.00547
C 1.46968 3.27998 -2.11871
C 0.21818 2.40623 -2.12812
C -1.92844 3.76365 -5.55818
C 1.06044 4.42521 -1.21541
C -4.74681 0.22593 2.09260
C -4.34457 -8.59359 5.48066
C 2.17411 5.38303 3.25654
C -4.49115 -3.54251 4.21905
C -2.13098 4.97244 -4.98390
C -6.50154 -0.34411 -0.27840
C -5.06096 -1.66865 -1.23050
C 7.93426 5.35405 -1.79625
C 0.38639 3.68275 -0.08568
C -4.49725 -6.49331 4.11048
C -3.32212 -8.45351 3.21114
C -4.87500 -9.99744 5.37602
C 3.17825 4.07343 6.44635
C 3.53347 -3.01456 4.24086
C 6.87845 3.14700 -1.49818
C 1.33334 0.40523 -6.49240
C -6.07961 -1.51030 -2.07428
C -5.86198 -10.00643 4.19561
C -4.47820 -0.84112 1.05877
C -3.40871 -4.36696 4.95629
C 1.29859 -0.61938 -5.40459
C 6.66179 4.22748 -3.59734
C 8.13167 6.55216 -2.69763
C -8.19324 -0.15480 -2.07560
C 4.32915 0.78479 5.10520
C -3.19014 -5.78580 4.44266
C 5.45362 5.07670 -1.74371
C -3.94565 5.94756 -3.53669
C 3.43118 -1.77039 -5.29449
C 2.85603 3.32238 4.40634
C -1.70225 2.50942 -0.50860
C -3.69646 3.60207 -4.27821
C 2.50534 -3.37072 2.04004
H 3.85700 -0.94555 -5.86589
H 0.04574 -1.97068 0.39126
H 6.30977 5.14761 -4.06423
H -6.28337 -1.86113 -3.06956
H -5.56701 -10.75539 3.47131
H 7.83747 5.54327 -0.72666
H -4.86096 1.20986 1.61167
H 1.60854 -2.80235 -3.78474
H -0.26715 4.23263 0.58806
H 0.99052 -0.96262 1.33292
H -5.60981 -8.78536 2.46947
H 0.70221 1.22819 -6.13703
H 0.83928 0.02695 -7.38445
H 2.92818 6.11385 2.97651
H -2.46918 -5.79826 3.61697
H -3.29822 -8.48340 5.76772
H -3.91661 0.29098 2.78602
H 4.47610 -0.23351 5.45018
H -4.51399 -1.80967 1.58142
H -6.52986 -7.90067 3.68213
H 2.80699 6.18129 5.84625
H 8.77533 4.66049 -1.88118
H -6.83032 0.44797 0.37332
H 2.34583 2.73119 -1.76243
H -4.94349 5.60105 -3.25635
H -3.39415 -9.53531 3.09672
H 0.23072 -0.88506 -5.33945
H 1.66854 3.54147 -3.16244
H 1.17443 3.32960 0.59383
H 4.30263 -0.77237 2.62352
H 0.32692 1.37930 -2.46144
H -2.11014 1.55055 -0.82594
H -3.31614 0.79852 -4.86603
H -8.68492 -0.96926 -2.59498
H -3.42380 -0.88265 0.75917
H -0.64321 2.86158 -2.61709
H -4.53148 -2.48552 4.45383
H 3.55702 4.03434 7.45373
H 2.53451 -3.18996 -7.28079
H 3.89932 -2.14304 4.77296
H -4.88750 -7.93749 6.16257
H 9.07208 6.99896 -2.36997
H 5.81751 3.55515 -3.73832
H -3.73991 -4.44692 5.99679
H -5.23280 -6.21451 4.86330
H 2.84078 2.69833 3.51273
H -4.64558 3.25784 -3.90418
H -5.71429 0.11489 2.58298
H 1.89523 5.02283 -0.84595
H 2.17468 -4.36250 2.30142
H -3.36685 -7.94539 2.25680
H 2.47098 1.16868 6.12728
H 5.34856 5.09965 -0.65690
H 1.73825 -3.97498 -5.18668
H 0.33088 -2.94965 -4.98126
H -2.23840 1.26239 -6.13761
H -4.02126 -10.62728 5.11261
H -0.40760 -0.98911 2.37047
H -4.20672 6.80705 -4.15572
H 2.62218 1.83519 -6.42150
H -4.17243 -2.26859 -1.32795
H 5.34206 1.21292 5.14019
H 7.59424 3.85208 -3.99598
H -4.01374 1.58500 -6.28621
H 0.77260 0.45618 4.02546
H -0.52038 -2.93127 -0.89621
H 0.21815 0.34301 -0.71612
H 2.21721 0.49603 2.91531
H 2.64769 -3.39246 4.74269
H -2.63241 -6.28151 5.24561
H -1.24330 0.85084 1.40282
H -0.23737 -3.71541 0.66165
H 5.35992 6.11088 -2.06478
H 1.39598 -0.30137 -4.36520
H -3.84780 7.08093 -1.76833
H -7.97568 0.65353 -2.77632
H 7.80079 2.65924 -1.79842
H 3.04245 -0.77071 0.26201
H -4.32425 -3.75062 3.15539
H 0.87610 -2.51479 -7.31927
H 1.19519 5.80912 3.43728
H 3.90887 1.62033 7.07711
H 3.49926 -1.46672 -4.24941
H 1.44545 1.35870 0.00427
H 6.00003 2.52844 -1.65465
H -2.21594 6.76500 -2.42732
H 4.30835 -3.77802 4.24939
H -1.65536 5.93643 -5.04038
H 0.06868 1.76770 1.98566
H -5.23832 -10.40538 6.31422
H 6.93747 3.31058 -0.41938
H 2.24089 -1.49070 -7.72891
H -1.21477 3.41427 -6.28183
H -4.81880 -6.22914 3.10216
H -1.99314 3.33059 -1.15780
H 4.64447 4.45558 -2.12463
H 1.96205 -2.61226 -1.13588
H 7.42041 8.30842 -2.24679
H 8.24873 6.19531 -3.72191
H -5.44240 -3.99591 4.49628
H 1.90442 -4.23638 -0.44254
H -6.91793 -10.06045 4.44438
H -3.16674 5.49029 -1.60092
H 2.15941 4.64740 2.44857
H -2.38660 -8.35483 3.76250
H -2.48105 -3.79557 5.01856
H 0.44626 5.13790 -1.77571
H 4.05215 0.93084 4.06189
H -1.92659 2.74348 0.52016
H -8.86185 0.28401 -1.34034
H 4.01935 -2.66684 -5.46492
H 1.67330 -0.97923 3.71578
```

**HOMO-LUMO gap**: 0.3105 hartree
**Spin multiplicity**: 1
**Largest force on an atom**: 2.5 eV Å⁻¹
**Charge**: +6
**Lowest unoccupied orbital energy**: -10.48 eV

Atomic partial charges in e from the Mulliken method, atoms 1 to 6:
1 Br -0.537
2 Br -0.651
3 O -0.480
4 O -0.501
5 N 1.546
6 N 0.307

---

Entry from OMol25: a 10-piece molecular cluster, C52H119N11O10 overall at a distorted geometry (the ωB97M-V functional and the def2-TZVPD basis).

```
192
Properties=species:S:1:pos:R:3
O -0.73943 1.67354 1.40196
O -3.67805 1.32930 -3.17461
O -2.52449 5.86834 -0.00937
O -2.08877 1.99058 3.72347
O -4.29103 -2.46499 -1.50610
O 1.59439 -1.71137 -0.78261
O 3.49632 -3.01063 0.99932
O 4.68272 5.43611 -1.16609
O 0.33345 2.54203 5.47147
O -3.62819 0.26747 -0.43146
N -5.04025 -2.95463 -0.42940
N -2.88259 1.24235 -4.31928
N 5.11299 4.34531 -1.92461
N 1.27492 0.75088 1.03813
N -2.53731 3.60203 -0.15914
N -0.53192 -0.01893 -0.12196
N -4.48798 4.74296 -0.27687
N -5.65287 1.26940 -0.64450
N 1.50673 2.11036 4.81305
N 2.77512 -4.19918 0.98021
N -4.66993 1.11717 1.39475
C -3.13095 4.80068 -0.07461
C 0.73095 -3.11728 1.95011
C -7.23407 -3.61104 0.55948
C -0.79192 2.11821 -3.20511
C 2.52261 -1.65421 -1.87054
C -3.41637 3.60404 4.82046
C 1.76772 -4.25759 2.04344
C 3.72176 2.62734 3.80300
C 5.10740 3.05181 -1.19822
C 3.10632 0.27999 4.46500
C 2.53075 -6.58364 0.29913
C -3.87841 -5.14687 -0.29746
C 2.20132 0.76499 6.79297
C 2.44431 -4.18070 3.41718
C -3.93802 -0.84075 -5.00176
C 1.89235 0.77625 5.27405
C 2.43248 3.19727 4.50608
C -7.07652 -1.98991 -1.28279
C 4.76609 4.51327 -3.36191
C -1.79766 2.24775 -4.35747
C -1.81777 -0.93009 -3.64328
C 4.64690 -5.69375 1.40603
C -4.27170 -3.83517 0.44355
C 3.97712 -5.02709 -0.96308
C 3.51091 -5.36731 0.46557
C -1.78667 -0.19820 -6.01599
C 0.78987 -0.25688 5.01853
C -5.08271 -4.17971 1.69223
C 2.97645 3.99157 5.71813
C 5.76782 1.94187 -2.04285
C -4.61032 0.82073 0.08526
C -2.41776 3.63430 -4.26392
C 2.11500 -0.69775 -2.96042
C -6.48201 -4.65166 1.37528
C -2.58888 -0.14139 -4.70780
C -0.59605 0.75714 -6.07974
C 4.21332 1.34198 4.44508
C -6.44668 -3.27917 -0.74756
C -6.65945 -4.37698 -1.77354
C 3.70114 2.53839 -0.83950
C -3.00978 -3.08544 0.95250
C -0.03103 0.84582 0.78784
C 0.93281 -5.50700 1.92168
C 5.96887 3.30248 0.05116
C 1.67428 -6.78917 1.53670
C -1.09741 2.15430 -5.72570
C -2.77151 3.22853 3.48659
C 3.23722 4.32725 -3.63962
C 1.73153 4.17821 3.57132
C 5.26930 1.97747 -3.49332
C 5.44981 3.35598 -4.09795
C 5.35760 5.83325 -3.84534
H 2.84054 -3.18535 3.63459
H -1.24973 1.74506 -2.28703
H 0.96692 -7.59679 1.34034
H -2.79606 3.84191 -3.26114
H -7.55824 -4.22091 -2.37360
H 2.28337 -7.10686 2.38636
H -1.67451 4.41231 -4.44653
H -3.48578 3.07321 2.67554
H 3.46241 3.38574 6.48204
H 3.08466 1.36570 6.99897
H 3.71131 5.39261 -1.16381
H -4.61648 -1.08514 -4.18249
H 4.49288 3.40076 3.78821
H -0.38944 3.08704 -2.89311
H 2.43438 -2.66186 -2.29549
H 3.32868 -4.79584 3.59472
H 0.11445 1.58344 -3.49216
H -0.00330 -3.18105 2.75625
H 6.94119 3.70795 -0.21986
H -4.54066 -4.92790 2.27351
H -4.21144 2.91902 5.12014
H 1.85289 -2.49805 -0.28778
H 2.17600 -0.27371 7.12497
H -1.52340 0.00435 -0.28673
H -2.44713 -1.06842 -2.76324
H -2.37545 -0.07416 -6.92747
H -3.23088 3.74496 -4.98251
H -3.38225 -2.27193 1.57494
H 6.85200 2.05679 -2.00044
H -3.88178 0.86285 1.97094
H -5.17445 -3.27874 2.30551
H -0.20227 0.02200 5.37820
H 5.17323 3.36854 -5.15436
H -0.33678 2.57007 4.76172
H -3.07466 2.84102 -0.53257
H -7.01742 -1.17500 -0.55772
H 4.55562 -4.10553 -0.99683
H 6.12480 2.36467 0.59269
H 3.55743 2.54644 2.72655
H -0.27072 2.87005 -5.79532
H 3.16500 2.17915 -1.71639
H -4.67256 -5.87555 -0.46135
H -2.42009 -3.76904 1.56561
H 0.02370 -5.33663 1.33936
H -8.14858 -4.11596 0.24322
H 4.60204 1.52491 5.44557
H 0.46869 -5.82578 2.86134
H -0.11515 0.77410 -7.05768
H -1.42212 -1.85692 -4.06123
H -1.34881 -1.19525 -6.11587
H 3.71056 1.83857 -0.00170
H 5.50026 0.95529 -1.66092
H 2.85104 -0.64040 -3.76353
H 2.12186 4.44580 6.22519
H -3.36949 -4.93991 -1.23824
H 5.44078 -6.30015 0.95908
H 5.52482 5.89680 -4.92170
H 4.14658 -3.02075 1.72255
H -1.64197 3.42503 0.26934
H -3.07885 0.97564 -2.49164
H -1.74690 2.57871 -6.49727
H 4.21533 1.71167 -3.58969
H 2.30839 5.09187 3.39360
H 0.18829 -0.59003 -0.55895
H 2.66115 4.72160 -2.79848
H 1.80325 0.18634 0.38936
H -5.89675 -4.26799 -2.55358
H 4.82215 6.74423 -3.56774
H -0.88995 -0.47452 -3.28849
H 3.01024 3.27805 -0.41388
H 3.64591 4.75443 5.32580
H -4.98656 3.88087 -0.17015
H -3.20677 -5.73787 0.33545
H 1.19355 -1.04022 -3.42987
H 4.39085 -6.30811 2.27418
H -8.16225 -2.07527 -1.37728
H 5.88035 1.29072 -4.08139
H 0.21972 -3.04832 0.99038
H 1.38721 1.21254 7.36718
H 1.88859 -6.37902 -0.55854
H -2.70746 3.69461 5.64023
H -7.41873 -2.67728 1.08905
H -3.80654 -1.74768 -5.59709
H 2.83897 0.01493 3.43992
H -2.07366 4.02159 3.20456
H 0.57932 -0.31822 3.94457
H -4.59297 -0.23889 -5.63914
H 1.49839 3.88670 2.54201
H -5.48207 1.54284 1.79943
H -6.61348 -1.69934 -2.22568
H 2.93237 4.85169 -4.54472
H 5.17719 -4.86536 1.88363
H 0.14843 0.42659 -5.35021
H 3.13836 -4.95256 -1.65759
H -6.38866 1.81350 -0.23732
H 2.04438 0.31254 -2.55182
H 1.72278 -4.47494 4.18031
H 6.32337 6.03540 -3.37669
H 1.13121 -2.11825 2.15180
H 3.54580 -1.55624 -1.49847
H -5.00605 5.59706 -0.37141
H 4.96843 0.90210 3.78675
H 4.53195 -5.86186 -1.39798
H -3.94620 4.54886 4.66736
H -6.59474 -5.40332 -1.41863
H 1.75621 1.30239 1.72235
H -4.09369 -1.57083 -1.19162
H 0.76474 4.54419 3.92450
H -5.57689 1.14215 -1.64358
H 6.53425 3.51605 -4.07160
H -1.66103 1.72826 2.88399
H -6.49721 -5.64046 0.90691
H 5.45342 3.94875 0.76146
H 3.07594 -7.50885 0.10551
H 1.09115 -1.24247 5.37102
H 2.97382 3.27499 -3.72435
H -2.35775 -2.72009 0.16063
H 3.43512 -0.68359 4.86268
H -7.05609 -4.89309 2.27641
```

**SMILES**: CC1(C)CCCC(C)(C)N1O.CC1(C)CCCC(C)(C)N1O.CC1(C)CCCC(C)(C)N1O.CC1(C)CCCC(C)(C)N1O.CC1(C)CCCC(C)(C)N1O.NC(N)=O.NC(N)=O.NC(N)=O.CCO.CCO
**HOMO-LUMO gap**: 0.2942 hartree
**Spin multiplicity**: 1
**Largest force on an atom**: 2.4 eV Å⁻¹
**Charge**: 0
**Lowest unoccupied orbital energy**: 0.24 eV

Atomic partial charges in e from the Mulliken method, atoms 1 to 6:
1 O -0.587
2 O -0.404
3 O -0.704
4 O -0.581
5 O -0.235
6 O -0.298